Entry 1:
The following is a DFT calculation (ωB97M-V with the def2-TZVPD basis set) of the ion C19H18N with charge +1.

Summary:
- Net charge: +1
- Kohn-Sham gap: 8.48 eV
- Highest occupied orbital energy: -0.4176 hartree
- Structure (SMILES): c1ccc([C@H]2C[NH2+]Cc3c2ccc2ccccc32)cc1
- Energy: -21479.9386 eV
- LUMO energy: -0.106 hartree

Last column: Löwdin charge in e.
Positions of all 38 atoms, in Å:
N -1.57 0.36 1.70  0.068
C -0.54 1.38 -1.80  -0.108
C -1.02 2.70 -1.95  -0.026
C 2.56 -1.67 3.49  -0.061
C 2.37 -0.54 2.71  -0.054
C -0.36 -0.71 -0.57  -0.154
C -0.65 -1.58 0.62  -0.200
C -1.87 -1.05 1.37  -0.061
C 0.52 1.60 -3.99  -0.014
C -0.73 3.42 -3.08  -0.056
C 0.72 -2.75 2.38  -0.025
C 0.05 2.87 -4.10  -0.056
C -0.81 0.59 -0.65  -0.110
C 0.71 -0.50 -2.72  0.005
C 1.35 -0.51 1.76  -0.055
C 0.24 0.82 -2.84  -0.150
C -1.61 1.20 0.48  -0.069
C 1.74 -2.77 3.32  -0.052
C 0.52 -1.62 1.59  -0.203
C 0.41 -1.25 -1.62  -0.002
H 0.27 3.46 -4.98  0.113
H -1.11 4.43 -3.18  0.112
H -1.21 2.19 0.73  0.143
H -2.19 0.73 2.42  0.194
H -2.66 1.32 0.18  0.152
H -1.64 3.16 -1.19  0.103
H -0.59 0.34 2.07  0.156
H -2.04 -1.62 2.29  0.146
H 3.01 0.31 2.82  0.113
H 1.89 -3.66 3.92  0.114
H 1.27 0.34 1.11  0.122
H 1.30 -0.92 -3.52  0.123
H 3.35 -1.69 4.22  0.113
H 0.76 -2.26 -1.53  0.126
H -0.85 -2.60 0.28  0.161
H 0.09 -3.61 2.25  0.122
H -2.77 -1.09 0.75  0.152
H 1.12 1.15 -4.77  0.120

Entry 2:
The following is a DFT calculation (ωB97M-V with the def2-TZVPD basis set) of the molecule C19H18N2O2S2 at a distorted geometry.

Summary:
- Kohn-Sham gap: 6.74 eV
- Highest occupied orbital energy: -0.2709 hartree
- Structure (SMILES): CCOc1ccc(N(C)c2ccc(/C=C3/SC(=S)NC3=O)cc2)cc1
- Energy: -48740.8175 eV
- LUMO energy: -0.023 hartree

Last column: Löwdin charge in e.
Positions of all 43 atoms, in Å:
S -9.95 -0.32 -0.45  0.610
S -7.24 0.53 0.56  1.009
O -5.52 -1.88 -1.89  0.078
O 4.82 2.42 1.18  -0.050
N 0.83 -1.02 -0.62  -0.088
N -7.59 -1.20 -1.26  0.027
C -1.50 -1.40 -1.14  -0.005
C -2.83 -1.12 -0.93  0.004
C -3.24 -0.18 0.03  -0.215
C 1.82 1.20 -0.41  -0.017
C -0.49 -0.73 -0.42  -0.211
C 3.90 1.51 0.78  -0.270
C -6.20 -1.18 -1.18  -0.463
C 2.83 2.02 0.04  0.010
C 2.90 -0.68 0.60  -0.012
C 7.02 1.38 0.93  -0.064
C -0.90 0.20 0.55  -0.016
C -4.59 0.18 0.32  -0.049
C 1.23 -2.13 -1.44  -0.040
C 1.84 -0.17 -0.13  -0.252
C -5.80 -0.22 -0.16  -0.397
C -8.32 -0.39 -0.46  -1.188
C 5.98 2.00 1.86  -0.247
C 3.92 0.14 1.05  -0.015
C -2.22 0.47 0.76  -0.026
H -3.57 -1.64 -1.51  0.090
H 5.73 1.30 2.67  0.116
H -8.05 -1.81 -1.93  0.155
H 6.38 2.91 2.31  0.123
H 2.93 -1.73 0.84  0.120
H -4.67 0.93 1.10  0.103
H 2.82 3.08 -0.17  0.120
H 7.92 1.13 1.49  0.077
H -0.15 0.70 1.15  0.111
H 0.96 -1.97 -2.49  0.095
H 0.76 -3.06 -1.10  0.098
H 1.01 1.61 -0.99  0.125
H 7.28 2.10 0.15  0.080
H -2.50 1.18 1.52  0.114
H 4.72 -0.30 1.63  0.105
H 6.64 0.49 0.45  0.066
H 2.31 -2.24 -1.38  0.088
H -1.25 -2.13 -1.89  0.099

Entry 3:
The following is a DFT calculation (ωB97M-V with the def2-TZVPD basis set) of the molecule C19H18N2O7 at a distorted geometry.

Summary:
- Kohn-Sham gap: 7.82 eV
- Highest occupied orbital energy: -0.3039 hartree
- Structure (SMILES): COc1cc(/C=C/C(=O)OCC(=O)Nc2ccc(C)cc2[N+](=O)[O-])ccc1O
- Energy: -37305.2632 eV
- LUMO energy: -0.017 hartree

Last column: Löwdin charge in e.
Positions of all 46 atoms, in Å:
O -0.75 -4.31 1.09  0.086
O -2.26 -2.79 1.25  0.073
O -1.72 1.15 4.07  0.088
O 2.93 3.86 -5.99  0.090
O -2.04 1.96 1.00  0.022
O 2.58 1.22 -6.03  -0.093
O -1.57 0.00 -0.01  0.090
N -1.24 -3.34 1.64  -0.336
N -1.65 -0.66 2.66  0.144
C 0.29 -3.71 3.45  0.039
C 1.24 1.33 -3.98  0.038
C -2.86 1.29 1.96  -0.057
C -0.82 -1.55 3.33  -0.122
C 1.87 -4.30 5.31  -0.048
C -0.72 2.03 -0.90  0.019
C 1.64 4.07 -4.01  0.005
C 0.94 -3.36 4.61  -0.269
C 1.99 1.89 -4.99  -0.197
C 2.43 -0.18 -6.10  -0.075
C 0.90 3.50 -3.00  -0.021
C -1.47 1.20 0.04  -0.474
C -2.01 0.60 3.03  -0.411
C 0.68 2.12 -2.97  -0.217
C -0.15 -1.20 4.51  0.016
C -0.59 -2.84 2.81  -0.076
C 2.20 3.29 -5.01  -0.242
C -0.09 1.46 -1.94  -0.006
C 0.70 -2.09 5.13  -0.016
H 1.08 0.26 -3.96  0.113
H 1.81 5.14 -4.04  0.122
H -0.32 -0.22 4.92  0.103
H 1.49 -4.55 6.30  0.084
H -3.45 2.08 2.43  0.139
H -3.51 0.57 1.45  0.138
H 0.43 -4.69 3.01  0.123
H 0.48 4.13 -2.23  0.109
H 2.97 -0.49 -6.98  0.096
H -1.98 -0.99 1.75  0.098
H 1.19 -1.78 6.05  0.120
H 2.85 -0.67 -5.21  0.100
H 2.85 -3.84 5.44  0.083
H -0.18 0.39 -2.03  0.124
H 1.37 -0.45 -6.19  0.100
H -0.72 3.09 -0.70  0.111
H 3.22 3.16 -6.59  0.111
H 1.99 -5.22 4.74  0.077

Entry 4:
The following is a DFT calculation (ωB97M-V with the def2-TZVPD basis set) of the molecule C19H18N4O2S.

Summary:
- Kohn-Sham gap: 7.98 eV
- Highest occupied orbital energy: -0.2803 hartree
- Structure (SMILES): C=CCn1c(N)cc(=O)nc1SCC(=O)Nc1cccc2ccccc12
- Energy: -40886.6067 eV
- LUMO energy: 0.013 hartree

Last column: Löwdin charge in e.
Positions of all 44 atoms, in Å:
S -1.83 0.40 2.00  1.038
O 0.72 -2.92 -0.50  0.058
O -3.29 1.65 -0.99  0.066
N -1.42 0.37 -1.30  0.138
N -0.36 -1.36 0.74  0.089
N 0.48 -0.67 2.82  -0.021
N 2.42 -1.62 3.75  0.155
C 1.51 -1.60 2.73  -0.295
C -2.84 -0.10 0.57  -0.337
C 1.62 -2.39 1.63  0.052
C 0.40 -0.38 6.36  0.016
C -1.73 1.52 -3.41  -0.006
C 1.01 1.36 -3.95  -0.167
C -2.55 0.75 -0.67  -0.538
C 2.76 0.27 -2.07  -0.074
C -0.90 0.93 -2.48  -0.153
C -0.43 -0.66 1.80  -0.562
C 1.42 0.33 -1.79  -0.015
C 2.39 1.28 -4.21  -0.037
C 3.25 0.74 -3.29  -0.084
C -1.21 2.03 -4.61  -0.070
C 0.50 0.86 -2.72  -0.085
C 0.12 1.95 -4.88  -0.044
C -0.15 -0.43 5.17  -0.158
C 0.41 0.24 3.95  -0.185
C 0.68 -2.28 0.53  -0.511
H 2.41 -3.11 1.55  0.116
H 1.32 0.16 6.54  0.068
H -0.04 -0.86 7.22  0.061
H -1.08 -0.97 5.00  0.109
H -3.87 0.07 0.89  0.085
H 1.41 0.64 4.14  0.134
H 1.07 -0.03 -0.83  0.084
H -2.79 1.58 -3.22  0.106
H -2.64 -1.15 0.40  0.085
H -0.24 1.07 3.66  0.079
H 3.44 -0.14 -1.34  0.102
H 4.31 0.68 -3.50  0.101
H -0.89 -0.39 -0.88  0.097
H 3.08 -2.38 3.70  0.111
H -1.89 2.48 -5.32  0.104
H 0.53 2.33 -5.80  0.108
H 2.07 -1.44 4.68  0.073
H 2.76 1.66 -5.15  0.110

Entry 5:
The following is a DFT calculation (ωB97M-V with the def2-TZVPD basis set) of the molecule C19H18N4O4.

Summary:
- Kohn-Sham gap: 9.62 eV
- Highest occupied orbital energy: -0.3335 hartree
- Structure (SMILES): C[C@H](C(=O)NC(N)=O)N1C(=O)NC(c2ccccc2)(c2ccccc2)C1=O
- Energy: -34148.6216 eV
- LUMO energy: 0.020 hartree

Last column: Löwdin charge in e.
Positions of all 45 atoms, in Å:
O -0.24 -1.02 -2.47  0.126
O 1.63 -2.62 0.53  0.109
O 0.23 1.56 -0.65  0.136
O 3.71 -1.85 -3.44  0.078
N 1.19 -0.51 -0.31  0.105
N 2.81 -2.56 -5.37  0.171
N 1.45 -1.59 -3.81  0.183
N 0.12 -1.18 1.49  0.181
C 0.87 1.87 2.47  -0.010
C 1.03 -1.58 0.58  -0.476
C -0.45 0.11 1.21  -0.263
C -3.85 -1.15 0.05  -0.076
C 2.75 -2.00 -4.14  -0.577
C -3.92 1.24 0.21  -0.067
C 0.17 2.63 4.64  -0.087
C -0.93 1.79 4.57  -0.074
C 0.34 0.53 -0.04  -0.366
C -4.54 0.04 -0.08  -0.087
C 1.07 2.66 3.59  -0.071
C -2.53 -1.14 0.47  -0.019
C 1.94 -0.69 -1.54  -0.208
C -1.91 0.06 0.78  -0.159
C 2.72 0.57 -1.92  -0.007
C -1.13 1.00 3.46  -0.029
C -0.24 1.04 2.39  -0.149
C -2.60 1.25 0.63  -0.022
C 0.95 -1.10 -2.62  -0.376
H 0.32 3.25 5.51  0.102
H -1.64 1.76 5.39  0.104
H 2.00 -2.75 -5.94  0.101
H -5.57 0.03 -0.41  0.100
H -2.00 0.35 3.40  0.122
H -1.99 -2.07 0.55  0.114
H -4.33 -2.09 -0.18  0.102
H 3.32 0.88 -1.07  0.094
H -4.45 2.17 0.10  0.104
H 1.93 3.31 3.64  0.104
H 2.64 -1.52 -1.36  0.151
H -2.11 2.19 0.85  0.126
H 2.04 1.37 -2.18  0.081
H -0.18 -1.76 2.26  0.170
H 1.58 1.90 1.66  0.116
H 3.38 0.35 -2.75  0.072
H 0.72 -1.80 -4.47  0.154
H 3.70 -2.92 -5.68  0.114